Density functional theory data (ωB97M-V/def2-TZVPD) for 2 unconnected molecules or ions with the total composition C10H13O2.

```
25
Properties=species:S:1:pos:R:3:forces:R:3
C -0.94605 -0.31172 -2.75386 0.2 -0.4 -0.6
C -1.46546 -1.45204 -1.87951 -0.4 1.1 1.7
C -1.80386 0.96744 -2.80536 0.0 -0.5 0.0
O -3.04551 0.57788 -2.74409 -0.6 0.2 -0.1
O -1.45730 2.12131 -2.83814 0.2 -0.3 -0.1
H 0.02390 0.06360 -2.41718 0.0 -0.2 0.0
H -0.84399 -0.80022 -3.72921 0.2 0.9 -0.3
H -1.92848 -0.97752 -1.00035 0.3 -0.4 0.1
H -0.60401 -2.01337 -1.52175 -0.2 -0.3 -0.1
H -2.27356 -2.07600 -2.26218 0.4 0.0 -0.6
C 3.13923 0.30760 1.24595 -0.3 0.8 1.4
C -0.58861 0.72812 0.70707 -1.3 0.4 1.3
C 0.76101 0.88563 0.57338 0.8 -0.7 -0.1
C -1.12958 0.13968 1.88114 1.4 0.0 -0.8
C 1.63932 0.33324 1.51560 1.2 0.0 -0.6
C -0.22938 -0.30989 2.84386 0.1 -0.2 0.1
C 1.16550 -0.24827 2.66872 -1.3 0.2 -0.2
H -1.25030 1.21555 0.00512 -0.1 -0.2 -0.2
H 1.17645 1.31509 -0.33107 0.0 0.2 0.1
H -2.18822 -0.05105 1.97372 -0.1 0.3 0.1
H -0.60769 -0.75366 3.75110 -0.1 -0.1 0.1
H 3.56053 -0.67705 1.43507 -0.1 -0.2 -0.6
H 3.65581 0.93307 1.99107 -0.2 0.0 -0.1
H 1.85427 -0.66746 3.39359 -0.1 0.0 0.0
H 3.38597 0.75003 0.29731 0.2 -0.3 -0.6
```
Forces are in eV/Å.

## Properties
energy above the lowest of the compared OMol25 structures with the same formula, charge and spin = 0.3813 eV
<S²> = 0.7541
2S+1 = 2
DFT total energy = -539.2461 hartree
E_LUMO (alpha / beta) = 0.83 / -2.87 eV